C11H10ClGaNS | wB97M-V/def2-TZVPD

As for the orbital gap: 0.222 hartree. For the molar mass, the calculation gives 293.45 g mol⁻¹. The value obtained for the largest force on an atom is 3.33 eV/A. The calculation puts the total energy at -3263.10053 a.u. For the relative energy (zero: lowest compared OMol25 entry of this formula, charge and spin), the calculation gives 0.0 kcal per mole. The total charge is -1.

Cartesian coordinates (Å):
C -2.28025 -1.40939 1.62353
C -1.95498 -0.68240 0.44506
C -1.47715 0.59715 0.83334
H -1.98562 -0.99842 -0.60179
C -1.43435 0.63836 2.24798
C -1.97692 -0.57785 2.74507
H -2.06852 -0.87426 3.79172
H -2.69433 -2.41060 1.61738
H -1.12270 1.37219 0.17275
H -0.89755 1.38236 2.82990
Ga 1.18930 -0.54866 -0.52561
Cl 0.91624 -2.56783 -1.32061
C 2.18799 0.36550 -1.95210
C 1.98327 1.63136 -1.23409
C 0.71725 2.13884 -1.62738
H 2.76798 2.19640 -0.73427
C 0.07819 1.21672 -2.47821
C 0.91250 0.09407 -2.66117
H 0.75808 -0.67812 -3.42430
H 3.15490 -0.11002 -2.13824
H 0.33604 3.14223 -1.42579
H -0.85704 1.42604 -3.01204
S 0.92192 -2.67542 3.36687
C 1.28989 -1.73782 2.16403
N 1.53587 -0.93039 1.29796

Cartesian forces (eV/Å) of the 2 atoms listed first:
0.23 0.78 -0.54
0.08 -0.37 0.03

Atomic partial charges in e from the Löwdin method, atoms 1 to 2:
1. C -0.1854
2. C -0.2241

H2 | wB97M-V/def2-TZVPD

As for the orbital gap: 0.344 hartree. For the molar mass, the calculation gives 2.02 g mol⁻¹. The value obtained for the largest force on an atom is 3.67 eV/A. The calculation puts the total energy at -1.00574 a.u. For the relative energy (zero: lowest compared OMol25 entry of this formula, charge and spin), the calculation gives 97.4 kcal per mole. The total charge is 0.

Cartesian coordinates (Å):
H 0.55706 -0.36137 0.57956
H -0.55706 0.36137 -0.57956

Cartesian forces, eV/Å:
-2.32 1.50 -2.41
2.32 -1.50 2.41

Listed below, in e, are the Löwdin charges computed for each atom:
1. H 0.0000
2. H 0.0000

C7H10 | wB97M-V/def2-TZVPD

As for the orbital gap: 0.294 hartree. For the molar mass, the calculation gives 94.16 g mol⁻¹. The value obtained for the largest force on an atom is 0.66 eV/A. The calculation puts the total energy at -272.51106 a.u. For the relative energy (zero: lowest compared OMol25 entry of this formula, charge and spin), the calculation gives 129.9 kcal per mole. The total charge is 0.

Cartesian coordinates (Å):
C 2.56251 0.37028 -0.09263
C 1.29134 -0.44471 0.15250
C 0.20192 0.11617 -0.69134
C -0.90315 -0.84181 -0.95272
C -1.80487 -0.57035 0.28304
C -1.86786 0.86854 0.58698
C -2.02677 2.04592 0.77683
H 2.64222 0.57827 -1.16375
H 3.46492 -0.15348 0.23324
H 2.49685 1.33718 0.41490
H 1.44758 -1.52687 -0.00923
H 0.98180 -0.35535 1.21103
H -1.45858 -0.56778 -1.85651
H -0.63049 -1.90894 -0.99511
H -1.42892 -1.13865 1.14157
H -2.82506 -0.90917 0.08302
H -2.14345 3.10074 0.87820

Cartesian forces (eV/Å) of the 2 atoms listed first:
0.18 0.06 0.02
-0.01 0.09 -0.19

Atomic partial charges in e from the Löwdin method, atoms 1 to 2:
1. C -0.1284
2. C -0.3059

C48H51BF2GeInN7O | wB97M-V/def2-TZVPD

As for the orbital gap: 0.190 hartree. For the molar mass, the calculation gives 978.22 g mol⁻¹. The value obtained for the largest force on an atom is 0.64 eV/A. The calculation puts the total energy at -4809.92099 a.u. For the relative energy (zero: lowest compared OMol25 entry of this formula, charge and spin), the calculation gives 0.0 kcal per mole. The total charge is -2.

Cartesian coordinates (Å):
In -0.21192 0.54185 0.74682
C -1.29804 -2.49796 4.92440
C -0.02408 -1.69884 4.60702
C -0.38271 -0.23267 4.38001
C 0.70262 -2.34532 3.45335
C 1.29027 -3.62384 3.47922
C 1.77513 -3.80805 2.20637
N 1.50624 -2.70658 1.47998
N 0.85516 -1.79539 2.24476
B 1.85317 -2.61849 -0.03681
N 0.56096 -2.68758 -0.87166
C 0.17935 -3.73684 -1.62271
C -0.99730 -3.40566 -2.25296
C -1.27252 -2.08867 -1.82343
N -0.31609 -1.66486 -1.00110
C -2.45862 -1.25898 -2.24133
C -2.41437 0.17449 -1.72220
C -3.75999 -1.93824 -1.79288
N 2.70823 -1.43637 -0.53470
C 3.95464 -1.56914 -1.03443
C 4.35449 -0.34779 -1.51880
C 3.24198 0.50432 -1.31462
N 2.27164 -0.16299 -0.69552
C 3.15602 1.93646 -1.80200
C 3.14148 1.91822 -3.33534
C 2.00108 2.78192 -1.21537
H -1.79942 -2.08040 5.80403
H -1.07185 -3.55020 5.12024
H -1.98394 -2.44565 4.07421
H 0.64353 -1.76502 5.47299
H -1.11341 -0.15206 3.57186
H 0.49020 0.36473 4.11838
H -0.83150 0.18404 5.28698
H 1.34038 -4.31906 4.30441
H 2.28322 -4.65118 1.76254
H 2.50131 -3.61605 -0.25475
H 0.76139 -4.64450 -1.65463
H -1.57474 -4.02080 -2.92634
H -2.44848 -1.23586 -3.33669
H -2.59882 0.19344 -0.64194
H -3.19342 0.77090 -2.20613
H -1.44205 0.64396 -1.91211
H -3.78592 -1.98930 -0.70109
H -3.84297 -2.95446 -2.18797
H -4.62754 -1.36310 -2.13299
H 4.47034 -2.51745 -1.01129
H 5.29415 -0.10396 -1.99122
H 4.09702 2.40685 -1.49474
H 2.21515 1.45527 -3.67958
H 3.98580 1.34461 -3.72617
H 3.20167 2.93578 -3.73830
H -0.08990 3.18522 -1.23131
H 2.38383 3.81308 -1.12010
H 1.83682 2.43336 -0.18725
F -3.07114 -4.61776 2.05378
C -3.11490 -3.26489 2.18825
C -2.14042 -2.47857 1.62039
C -2.17267 -1.07634 1.72444
C -3.24800 -0.53199 2.46620
C -4.20300 -1.36954 3.03259
F -5.26953 -0.85772 3.71375
C -4.17650 -2.74262 2.90414
C -3.32137 0.94616 2.65460
C -3.63582 1.51868 3.89371
C -3.69247 2.89601 4.01323
C -3.41668 3.68129 2.90245
C -3.06481 3.03698 1.72759
N -3.02400 1.71130 1.59821
H -1.32354 -2.96634 1.08491
H -4.94740 -3.37080 3.32855
H -3.79839 0.88203 4.75271
H -3.93568 3.35184 4.96631
H -3.45674 4.76216 2.94519
H -2.79595 3.61081 0.84471
O 3.34563 0.73805 2.47758
H 3.41123 1.10206 1.58834
H 2.66598 0.04666 2.37216
C 0.62786 2.71787 -1.92238
Ge 0.38552 3.86540 -3.45094
C 0.51136 2.96935 -5.22454
C -0.09076 1.70851 -5.29707
C -0.03949 0.94499 -6.45604
C 0.63164 1.42377 -7.57668
C 1.23065 2.67562 -7.52745
C 1.16258 3.43878 -6.36531
C -1.49924 4.49098 -3.46400
C -1.87841 5.81208 -3.71025
C -3.21185 6.20618 -3.64503
C -4.19995 5.27793 -3.33789
C -3.84319 3.95733 -3.09095
C -2.50754 3.57427 -3.14820
C 1.47099 5.55326 -3.41222
C 1.21089 6.37372 -2.30527
C 2.07442 7.38961 -1.91997
C 3.25244 7.61000 -2.62670
C 3.54222 6.80615 -3.71897
C 2.66465 5.79360 -4.09879
H -0.57731 1.30850 -4.41073
H -0.51617 -0.02930 -6.48041
H 0.68855 0.82514 -8.47818
H 1.75543 3.05852 -8.39709
H 1.62609 4.42134 -6.35827
H -1.11923 6.54972 -3.95308
H -3.48226 7.24143 -3.82877
H -5.24022 5.58206 -3.28438
H -4.60321 3.22440 -2.83828
H -2.23181 2.55062 -2.91095
H 0.31137 6.19165 -1.72049
H 1.84431 7.99131 -1.04767
H 3.94194 8.38673 -2.31674
H 4.46174 6.95746 -4.27382
H 2.92909 5.17708 -4.95219

Cartesian forces (eV/Å) of the 2 atoms listed first:
-0.31 -0.55 0.12
0.05 0.08 0.00

Atomic partial charges in e from the Löwdin method, atoms 1 to 2:
1. In 0.7790
2. C -0.0547

H12N4O18Zn3 | wB97M-V/def2-TZVPD

As for the orbital gap: 0.168 hartree. For the molar mass, the calculation gives 552.28 g mol⁻¹. The value obtained for the largest force on an atom is 4.14 eV/A. The calculation puts the total energy at -6917.48921 a.u. For the relative energy (zero: lowest compared OMol25 entry of this formula, charge and spin), the calculation gives 0.0 kcal per mole. The total charge is +2.

Cartesian coordinates (Å):
Zn 2.66980 -1.08023 2.34128
Zn 0.54709 3.16494 -0.81336
Zn -2.13525 -1.59772 -0.56806
N -0.38009 -1.74869 2.93188
O 0.89452 -1.79839 3.07344
O -0.89806 -0.69055 2.58551
O -1.00046 -2.80700 3.01029
N 0.70018 -0.03855 0.02492
O 1.65121 -0.43429 0.72311
O 0.53636 1.15009 -0.23747
O -0.12768 -0.86059 -0.36197
N -2.58064 0.41443 -2.99717
O -2.36947 0.12932 -1.78095
O -2.40988 -0.50254 -3.84065
O -2.74724 1.55853 -3.39850
N 3.47833 3.73176 0.38658
O 3.20723 4.72194 1.07103
O 4.61157 3.27962 0.30005
O 2.51470 3.09624 -0.16428
O 3.01024 -2.91233 1.50760
H 2.54544 -3.14500 0.69247
H 3.74006 -3.54643 1.57201
O 0.00613 3.79811 1.00897
H -0.40956 3.34014 1.75075
H -0.16443 4.73899 1.16927
O -1.57409 -2.62853 -2.13683
H -1.16746 -2.23154 -2.92473
H -1.48929 -3.58159 -2.26283
O 1.02656 2.67854 -2.70913
H 1.08270 3.29963 -3.44999
H 1.10494 1.80363 -3.11028
O -1.80709 -3.14051 0.66706
H -1.65474 -3.14203 1.63051
H -1.76488 -4.06997 0.40970
O -2.77541 -0.55738 1.00861
H -2.35767 -0.45933 1.88091
H -3.51367 0.06726 1.01026

Cartesian forces (eV/Å) of the 2 atoms listed first:
-2.30 -0.81 -0.78
2.28 -0.50 0.77

Atomic partial charges in e from the Löwdin method, atoms 1 to 2:
1. Zn 1.1993
2. Zn 0.9796